Record 1
ORCA calculation (the ωB97M-V functional and the def2-TZVPD basis) on 2 unconnected molecules or ions with the total composition C4H6N2O at a distorted geometry.

F_max (eV/Å): 5.17
2S+1: 1
Gap between HOMO and LUMO (eV): 9.051

Each line ends with the Löwdin charge.
Atoms and positions in Å:
O -0.40 -2.47 1.65  0.045
C 0.14 -1.59 1.15  -0.073
N -0.94 0.35 1.15  -0.078
C 0.05 1.11 0.44  -0.259
C -0.08 0.30 -0.82  -0.367
C 0.78 -0.32 -1.77  -0.098
N -0.29 -0.96 -0.92  0.122
H -1.02 0.65 2.14  0.113
H 1.08 1.11 0.83  0.128
H -0.27 2.15 0.29  0.106
H -1.53 0.46 0.13  0.186
H 0.63 -0.29 -2.84  0.083
H 1.78 -0.52 -1.40  0.092

---

Record 2
ORCA calculation (the ωB97M-V functional and the def2-TZVPD basis) on a molecular structure, C23H16BrIN3S2Sn.

F_max (eV/Å): 0.09
2S+1: 1
Gap between HOMO and LUMO (eV): 8.117
Net charge: +1

Each line ends with the Löwdin charge.
Atoms and positions in Å:
Sn 0.29 -1.16 0.04  0.918
S -1.83 -2.35 0.33  0.634
C -1.23 -2.44 1.98  -0.727
C -1.89 -3.05 3.05  -0.053
C -1.28 -3.02 4.29  -0.020
C -0.05 -2.40 4.45  -0.031
C 0.55 -1.83 3.36  -0.084
N -0.04 -1.85 2.16  -0.109
H -2.85 -3.52 2.90  0.121
H -1.77 -3.48 5.14  0.125
H 0.44 -2.37 5.42  0.118
H 1.51 -1.33 3.41  0.132
S 0.96 1.12 0.55  0.669
C 0.15 1.40 -0.99  -0.753
C -0.05 2.64 -1.58  -0.067
C -0.75 2.68 -2.77  -0.027
C -1.24 1.51 -3.35  -0.033
C -1.00 0.32 -2.71  -0.090
N -0.31 0.27 -1.56  -0.120
H 0.32 3.54 -1.11  0.120
H -0.94 3.64 -3.25  0.127
H -1.80 1.53 -4.27  0.120
H -1.35 -0.63 -3.10  0.134
N 5.76 -5.44 -2.65  0.182
C 4.91 -4.78 -2.24  -0.167
C 3.85 -3.96 -1.72  -0.211
C 3.88 -2.58 -1.95  -0.010
C 2.86 -1.79 -1.44  -0.106
C 1.82 -2.37 -0.72  -0.315
C 1.80 -3.74 -0.50  -0.106
C 2.81 -4.54 -1.00  -0.010
H 4.69 -2.14 -2.51  0.129
H 2.90 -0.72 -1.61  0.101
H 0.99 -4.21 0.04  0.100
H 2.81 -5.61 -0.84  0.129
Br -4.35 3.38 -1.58  0.739
C -3.00 3.99 -0.40  -0.751
C -2.56 5.30 -0.55  -0.130
C -1.57 5.80 0.28  -0.070
C -1.02 4.99 1.26  -0.077
C -1.46 3.68 1.41  -0.179
C -2.45 3.17 0.57  -0.742
I -3.00 1.17 0.80  0.975
H -3.01 5.93 -1.31  0.105
H -1.24 6.82 0.17  0.113
H -0.25 5.37 1.92  0.113
H -1.03 3.05 2.17  0.085

---

Among the records above, which one has the highest gap between HOMO and LUMO? C4H6N2O

---

gap between HOMO and LUMO of number 2 (C23H16BrIN3S2Sn)? 8.117 eV